Entry 1:
# C12H28O31P2S7

A molecular structure, C12H28O31P2S7 at a distorted geometry (wB97M-V/def2-TZVPD, the Open Molecules 2025 dataset).

Geometry as ORCA input:
```
! RIJCOSX wB97M-V def2-TZVPD def2/J DEFGRID3
* xyz 0 1
O -5.238 0.163 2.124
S -4.204 1.193 1.866
O -3.067 0.921 3.109
O -2.103 1.895 2.904
O -3.421 0.914 0.409
P -3.009 -0.737 0.183
P -0.883 -0.694 -0.414
O -0.382 0.726 -0.181
O -0.066 -1.808 0.546
O -0.742 -1.064 -2.050
H -1.484 1.521 2.234
H -3.709 -1.235 -0.972
H 0.543 -1.232 1.074
H -0.625 -0.229 -2.552
C -2.729 7.245 3.193
C -4.036 6.580 2.790
O -3.705 5.761 1.671
S -2.181 5.224 1.843
O -2.230 3.902 2.397
O -1.460 5.537 0.657
O -1.722 6.248 3.014
H -2.494 8.086 2.534
H -2.743 7.588 4.227
H -4.806 7.303 2.522
H -4.410 5.930 3.587
C 3.136 -3.824 -3.934
C 3.925 -3.082 -2.871
O 3.322 -1.788 -2.799
S 1.739 -1.928 -3.122
O 1.032 -1.985 -1.892
O 1.408 -1.005 -4.158
O 1.781 -3.418 -3.750
H 3.449 -3.525 -4.938
H 3.227 -4.906 -3.834
H 4.981 -3.000 -3.119
H 3.817 -3.560 -1.894
C -2.072 -6.716 0.313
C -1.053 -6.771 1.439
O 0.105 -6.114 0.921
S -0.364 -4.946 -0.108
O -0.372 -3.698 0.595
O 0.324 -5.132 -1.341
O -1.899 -5.434 -0.292
H -1.868 -7.480 -0.442
H -3.094 -6.830 0.675
H -0.816 -7.792 1.735
H -1.398 -6.210 2.312
C 3.028 5.542 3.526
C 3.452 6.520 2.444
O 2.244 7.158 2.029
S 1.236 7.264 3.298
O 1.361 8.567 3.865
O -0.047 6.694 2.924
O 2.007 6.216 4.264
H 2.595 4.637 3.093
H 3.855 5.270 4.182
H 3.935 6.026 1.601
H 4.120 7.288 2.845
C -3.691 3.202 -4.463
C -4.380 3.684 -3.198
O -3.942 2.789 -2.176
S -2.432 2.306 -2.507
O -1.532 3.108 -1.759
O -2.402 0.876 -2.483
O -2.386 2.798 -4.049
H -4.200 2.331 -4.884
H -3.625 3.983 -5.220
H -5.466 3.667 -3.284
H -4.053 4.692 -2.928
C 4.219 -6.574 0.690
C 3.912 -7.620 -0.367
O 4.573 -7.156 -1.546
S 5.919 -6.362 -1.121
O 7.021 -7.255 -1.233
O 5.896 -5.081 -1.743
O 5.572 -6.180 0.448
H 3.581 -5.694 0.572
H 4.111 -6.966 1.701
H 2.843 -7.732 -0.543
H 4.340 -8.590 -0.099
*
```

Total energy   -6276.07654 Eh
Orbital gap   8.60 eV
Largest force on an atom   9.82 eV/A

---

Entry 2:
# C12H29AlBO4Si

A molecular structure, C12H29AlBO4Si at a distorted geometry (wB97M-V/def2-TZVPD, the Open Molecules 2025 dataset).

Geometry as ORCA input:
```
! RIJCOSX wB97M-V def2-TZVPD def2/J DEFGRID3
* xyz -1 1
C 3.677 -2.727 1.520
B 2.321 -2.077 0.936
O 1.159 -1.907 1.760
C 2.366 -1.615 -0.614
O 3.263 -0.501 -0.497
Al 2.286 1.057 -0.696
C 2.214 2.397 0.832
C 1.174 3.536 0.588
C -0.298 3.074 0.767
C 1.296 4.242 -0.807
O 0.701 0.091 -0.453
C 1.011 -1.054 -1.213
C -0.098 -2.090 -1.487
C -1.378 -1.495 -2.150
O -1.914 -0.371 -1.470
Si -2.860 -0.752 -0.104
C -3.171 -2.610 0.174
C -4.600 0.054 -0.240
C -2.025 -0.065 1.474
H 4.388 -1.957 1.878
H 4.215 -3.289 0.733
H 3.506 -3.415 2.369
H 1.309 -1.061 2.188
H 2.789 -2.518 -1.119
H 2.332 1.580 -2.205
H 1.921 1.846 1.749
H 3.207 2.876 0.963
H 1.344 4.310 1.368
H -0.543 2.803 1.813
H -0.993 3.900 0.505
H -0.566 2.211 0.131
H 1.599 5.295 -0.639
H 0.321 4.255 -1.319
H 2.039 3.790 -1.479
H 1.357 -0.627 -2.195
H -0.333 -2.708 -0.601
H 0.318 -2.793 -2.242
H -1.053 -1.125 -3.144
H -2.133 -2.279 -2.375
H -2.401 -3.281 -0.230
H -4.132 -2.891 -0.308
H -3.307 -2.791 1.255
H -5.046 -0.277 -1.192
H -5.174 -0.367 0.609
H -4.502 1.146 -0.153
H -2.222 1.021 1.485
H -2.424 -0.577 2.371
H -0.938 -0.266 1.464
*
```

Total energy   -1332.56870 Eh
Orbital gap   7.58 eV
Largest force on an atom   2.19 eV/A

---

Entry 3:
# C12H29Cl2O12S3Tl

A molecular structure, C12H29Cl2O12S3Tl at a distorted geometry (wB97M-V/def2-TZVPD, the Open Molecules 2025 dataset).

Geometry as ORCA input:
```
! RIJCOSX wB97M-V def2-TZVPD def2/J DEFGRID3
* xyz 2 1
Tl 2.974 -4.426 -2.513
O 0.687 -0.623 -0.693
C 1.220 -1.789 -1.097
O 1.056 -2.054 -2.290
O 1.862 -2.598 -0.413
H 0.535 -0.598 -1.641
Cl -4.059 -0.434 0.720
C -2.744 -1.357 -0.200
C -2.701 -0.977 -1.718
Cl -2.500 0.775 -1.858
H -2.995 -2.417 -0.160
H -1.756 -1.193 0.232
H -3.591 -1.186 -2.312
H -1.945 -1.476 -2.325
O -4.351 3.451 3.381
S -3.415 4.219 2.595
O -3.248 5.669 2.784
O -1.878 3.540 2.645
C -1.671 2.198 2.203
C -0.286 2.232 1.563
C -3.755 3.975 0.811
H -2.385 1.733 1.523
H -1.649 1.605 3.118
H -0.179 1.405 0.861
H 0.494 2.195 2.323
H -0.185 3.203 1.078
H -3.744 2.932 0.493
H -3.131 4.567 0.141
H -4.709 4.464 0.613
O 3.912 -1.435 -3.237
S 4.425 -0.059 -3.265
O 5.861 0.235 -3.210
O 3.690 0.715 -4.525
C 4.241 1.903 -5.011
C 3.565 2.276 -6.319
C 3.670 0.915 -1.885
H 5.303 1.762 -5.210
H 4.282 2.662 -4.230
H 3.680 1.387 -6.940
H 4.002 3.136 -6.826
H 2.492 2.394 -6.168
H 4.074 1.924 -1.974
H 3.716 0.418 -0.916
H 2.582 0.884 -1.940
O -1.631 -1.007 2.672
S -0.547 -1.410 3.584
O -0.115 -0.468 4.651
O -0.886 -2.880 4.302
C -1.353 -3.880 3.414
C -2.173 -4.931 4.212
C 0.983 -1.939 2.703
H -0.542 -4.367 2.872
H -2.059 -3.468 2.693
H -2.508 -5.597 3.417
H -2.968 -4.643 4.900
H -1.513 -5.598 4.766
H 1.708 -2.247 3.456
H 1.373 -1.042 2.222
H 0.787 -2.674 1.923
*
```

Total energy   -3663.96832 Eh
Orbital gap   1.92 eV
Largest force on an atom   4.08 eV/A

---

Entry 4:
# C12H29NO2S2Tb

A molecular structure, C12H29NO2S2Tb at a distorted geometry (wB97M-V/def2-TZVPD, the Open Molecules 2025 dataset).

Geometry as ORCA input:
```
! RIJCOSX wB97M-V def2-TZVPD def2/J DEFGRID3
* xyz 3 7
Tb -0.026 -0.099 -0.068
S 0.557 -2.756 -0.579
S 0.326 1.807 1.914
C 0.846 -3.490 1.078
C 2.246 -2.178 -1.051
C 3.031 -1.247 -0.120
N 2.409 0.104 0.037
C 2.961 0.958 1.134
C 2.064 2.160 1.420
H 2.092 -1.712 -2.034
H 2.797 -3.118 -1.189
H 4.034 -1.131 -0.563
H 3.147 -1.702 0.867
H 3.955 1.338 0.839
H 3.075 0.350 2.035
H 1.954 2.789 0.526
H 2.481 2.772 2.231
C 0.537 0.806 3.442
H 2.716 0.602 -0.809
H 1.228 -0.042 3.327
H -0.465 0.438 3.703
H 0.884 1.466 4.250
H -0.147 -3.692 1.502
H 1.419 -2.846 1.759
H 1.369 -4.445 0.931
C 1.109 2.595 -4.766
C -0.235 2.500 -4.777
H 1.734 1.826 -5.232
H 1.624 3.461 -4.334
H -0.737 1.641 -5.237
H -0.870 3.298 -4.375
C -2.450 -1.729 1.643
O -2.082 -0.570 0.854
C -3.136 0.230 0.165
C -2.748 0.231 -1.348
O -1.390 0.825 -1.500
C -1.237 2.265 -1.709
H -1.689 -1.839 2.416
H -2.385 -2.643 1.008
H -3.463 -1.627 2.065
H -4.125 -0.192 0.364
H -3.073 1.235 0.610
H -2.599 -0.797 -1.709
H -3.447 0.779 -1.986
H -2.079 2.595 -2.314
H -1.173 2.834 -0.762
H -0.309 2.368 -2.261
*
```

Total energy   -2299.58719 Eh
Orbital gap (alpha / beta)   5.16 / 7.62 eV
Largest force on an atom   1.15 eV/A

---

Entry 5:
# C12H30AlN2O4

A molecular structure, C12H30AlN2O4 at a distorted geometry (wB97M-V/def2-TZVPD, the Open Molecules 2025 dataset).

Geometry as ORCA input:
```
! RIJCOSX wB97M-V def2-TZVPD def2/J DEFGRID3
* xyz 2 2
Al -0.188 0.264 0.673
C 1.113 -0.049 4.575
O 1.458 0.179 3.252
C 2.758 0.824 3.140
C 3.380 0.480 1.796
N 2.673 1.054 0.661
C 3.408 0.759 -0.568
C 2.749 1.531 -1.652
O 1.422 1.060 -1.831
C 1.070 1.066 -3.218
H 0.120 -0.494 4.623
H 1.014 0.867 5.157
H 1.845 -0.742 4.990
H 3.478 0.437 3.861
H 2.762 1.898 3.330
H 3.494 -0.587 1.609
H 4.353 0.969 1.849
H 2.672 2.064 0.682
H 3.510 -0.284 -0.868
H 4.435 1.105 -0.453
H 3.298 1.285 -2.561
H 2.718 2.580 -1.355
H 1.704 0.392 -3.794
H 1.196 2.042 -3.686
H 0.076 0.638 -3.342
C -1.940 -2.502 2.900
O -2.118 -1.741 1.706
C -2.692 -2.593 0.727
C -3.068 -1.939 -0.599
N -1.862 -1.458 -1.261
C -2.170 -1.002 -2.588
C -2.608 0.475 -2.637
O -1.673 1.381 -1.996
C -1.932 2.778 -2.277
H -2.901 -2.820 3.304
H -1.421 -1.959 3.690
H -1.303 -3.381 2.801
H -3.659 -2.979 1.047
H -2.044 -3.464 0.630
H -3.784 -1.134 -0.432
H -3.683 -2.527 -1.279
H -1.407 -2.352 -1.377
H -2.804 -1.725 -3.102
H -1.205 -1.075 -3.088
H -3.623 0.513 -2.240
H -2.691 0.652 -3.709
H -2.917 3.129 -1.970
H -1.827 2.988 -3.342
H -1.185 3.397 -1.781
*
```

Total energy   -1127.37825 Eh
Orbital gap (alpha / beta)   8.74 / 4.60 eV
Largest force on an atom   2.66 eV/A

---

Entry 6:
# C12H30BNO7S2Si

A molecular structure, C12H30BNO7S2Si at a distorted geometry (wB97M-V/def2-TZVPD, the Open Molecules 2025 dataset).

Geometry as ORCA input:
```
! RIJCOSX wB97M-V def2-TZVPD def2/J DEFGRID3
* xyz 0 1
C 0.164 2.214 -1.121
Si -1.689 1.946 -0.797
C -2.517 3.665 -0.997
C -1.988 1.460 1.026
C -2.556 0.809 -2.067
O -3.982 0.933 -1.914
S -4.535 -0.213 -2.997
O -4.345 0.313 -4.360
O -5.946 -0.588 -2.821
O -3.441 -1.353 -2.526
C -2.133 -0.698 -2.244
C -1.646 -1.516 -1.019
C -0.097 -1.752 -1.094
C 0.488 -2.226 0.307
C 1.589 -1.241 0.797
C 2.985 -1.485 0.164
N 3.229 -0.720 -1.075
B -1.340 -0.937 -3.665
O -0.343 -0.042 -4.076
O -1.725 -2.063 -4.421
H 0.340 2.604 -2.139
H 0.812 1.344 -0.921
H 0.486 3.000 -0.408
H -2.083 4.388 -0.287
H -2.469 4.032 -2.035
H -3.577 3.516 -0.713
H -1.634 2.320 1.632
H -3.068 1.364 1.224
H -1.398 0.592 1.362
H -2.297 1.289 -3.041
H -2.120 -2.515 -0.998
H -1.858 -1.052 -0.044
H 0.169 -2.535 -1.825
H 0.361 -0.770 -1.309
H -0.380 -2.232 0.992
H 0.873 -3.254 0.173
H 1.687 -1.381 1.889
H 1.225 -0.220 0.577
H 3.103 -2.571 -0.022
H 3.787 -1.204 0.875
H 3.730 -1.318 -1.722
H 2.368 -0.494 -1.556
H 0.204 0.127 -3.306
H -1.478 -2.816 -3.881
C 3.114 0.888 6.142
S 3.392 0.926 4.361
O 2.072 1.161 3.709
C 3.766 -0.831 4.201
H 2.825 1.888 6.462
H 2.315 0.185 6.377
H 4.036 0.597 6.647
H 2.924 -1.423 4.563
H 4.665 -1.064 4.771
H 3.937 -1.048 3.148
*
```

Total energy   -2167.40254 Eh
Orbital gap   9.69 eV
Largest force on an atom   3.57 eV/A